Record 1
Below is a 2-piece molecular cluster, C6H12N2O overall at a distorted geometry, with properties calculated with ωB97M-V with the def2-TZVPD basis set.

For the frontier orbital gap, the calculation gives 8.60 eV. The largest force on an atom is 5.3 eV/Å. The value obtained for the LUMO energy is 0.77 eV. Its structure (SMILES) is [H]/N=C\N(C)O.C=CC=C. The calculation puts the relative energy (zero: lowest compared OMol25 entry of this formula, charge and spin) at 153.6 kcal/mol. The value obtained for the total energy is -420.33910 Eh.

XYZ file:
```
21
Properties=species:S:1:pos:R:3:lowdin_charge:R:1
H 1.62396 -2.24450 -0.03161 0.05
N 1.14825 -1.90448 -0.86135 0.13
C 0.89374 -0.66931 -0.91758 -0.27
N 1.11016 0.35633 0.11156 -0.26
C 1.79240 -0.09417 1.33366 -0.05
O 1.88689 1.44796 -0.41296 -0.02
H 0.58288 -0.18362 -1.83634 0.13
H 1.99009 0.75788 1.97965 0.09
H 1.15890 -0.84038 1.80651 0.09
H 2.76085 -0.53547 1.09733 0.09
H 1.34755 2.23721 -0.22644 0.09
C -1.35755 2.07964 0.00453 -0.08
C -0.95171 0.81908 0.25498 -0.19
C -1.72071 -0.43595 -0.72441 -0.12
C -1.82907 -1.72667 -0.42623 -0.05
H -1.47236 2.46722 -0.99884 0.04
H -1.91532 2.63747 0.74046 0.04
H -1.01043 0.42924 1.26182 0.09
H -2.25272 -0.02910 -1.58075 0.08
H -1.30595 -2.17683 0.40874 0.05
H -2.47983 -2.39156 -0.98275 0.06
```


Record 2
Below is one molecule with the formula C5H7NO at a distorted geometry, with properties calculated with ωB97M-V with the def2-TZVPD basis set.

For the frontier orbital gap, the calculation gives 9.22 eV. The largest force on an atom is 5.7 eV/Å. The value obtained for the LUMO energy is 0.46 eV. Its structure (SMILES) is O=C1C=CNCC1. The calculation puts the relative energy (zero: lowest compared OMol25 entry of this formula, charge and spin) at 79.5 kcal/mol. The value obtained for the total energy is -324.59783 Eh.

XYZ file:
```
14
Properties=species:S:1:pos:R:3:lowdin_charge:R:1
O -2.79431 0.26289 -0.15130 -0.03
C -1.54062 0.28638 0.17935 -0.32
C -0.39294 1.35111 0.35361 -0.04
C 0.86436 1.11877 -0.08624 -0.27
N 1.48504 -0.02693 -0.29060 -0.03
C 0.60792 -1.05057 0.33757 -0.19
C -0.84047 -1.04436 -0.17148 -0.14
H -0.56781 2.40283 -0.03985 0.11
H 1.55504 1.97656 -0.29935 0.13
H 2.61516 0.05184 -0.32454 0.22
H 0.63002 -0.72956 1.50524 0.18
H 0.86808 -2.02618 -0.04709 0.10
H -0.97154 -0.77600 -1.25546 0.15
H -1.51793 -1.79676 0.29013 0.14
```


Record 3
Below is C13H26OP2PdSe as an isolated structure at a distorted geometry, with properties calculated with ωB97M-V with the def2-TZVPD basis set.

For the frontier orbital gap (alpha / beta), the calculation gives 4.47 / 5.05 eV. The largest force on an atom is 3.1 eV/Å. The value obtained for the LUMO energy (alpha / beta) is 0.74 / -1.98 eV. As for the spin multiplicity: 3. The expectation value of S² is 2.024. The calculation puts the relative energy (zero: lowest compared OMol25 entry of this formula, charge and spin) at 7.7 kcal/mol. The value obtained for the total energy is -3798.01816 Eh.

XYZ file:
```
44
Properties=species:S:1:pos:R:3:lowdin_charge:R:1
Pd 0.65507 -0.03339 0.21710 0.05
H -3.75403 -0.64255 1.06401 0.02
H -3.68544 0.09089 1.15224 0.02
P 0.22797 -2.14191 -0.60652 0.65
P 0.20782 2.09764 -0.64555 0.63
C 1.60096 3.15076 -0.11224 -0.29
H 1.36511 4.20284 -0.32303 0.03
H 1.75717 3.02953 0.96900 0.03
H 2.50998 2.88292 -0.66503 0.03
C -0.23131 2.71957 -2.30043 -0.26
H -1.24648 2.38932 -2.55749 0.04
H -0.21958 3.82030 -2.30740 0.05
H 0.46841 2.34898 -3.05938 0.04
C -1.12593 2.68592 0.43549 -0.30
H -0.88861 2.40734 1.47360 0.00
H -1.22218 3.77062 0.32956 0.04
H -2.05735 2.20831 0.10617 0.03
C -0.03676 -2.71837 -2.31740 -0.26
H -0.06089 -3.81954 -2.31635 0.05
H -1.00139 -2.35050 -2.69733 0.04
H 0.77067 -2.37256 -2.97632 0.04
C 1.54399 -3.18085 0.07605 -0.29
H 1.54019 -3.05911 1.16876 0.05
H 1.33106 -4.22210 -0.18563 0.03
H 2.50543 -2.88071 -0.35906 0.03
C -1.25836 -2.72082 0.26781 -0.30
H -2.14238 -2.21084 -0.13757 0.02
H -1.36723 -3.79702 0.10041 0.03
H -1.14301 -2.51263 1.34158 0.04
C 2.41055 -0.02304 -0.66181 -0.32
O 3.46914 -0.05964 -1.14096 0.02
H -0.57130 0.25468 -0.84971 -0.05
Se 0.96203 0.60306 3.15193 0.78
C 0.26752 0.20408 4.81501 -0.71
C -0.98745 0.70372 5.24304 -0.13
C -1.42523 0.53972 6.55270 -0.09
C -0.59362 -0.09933 7.48430 -0.07
C 0.57577 -0.74935 7.03608 -0.09
C 1.02976 -0.58210 5.72508 -0.14
H -1.56494 1.30297 4.55815 0.09
H -2.40357 0.91296 6.83395 0.10
H -0.87263 -0.15616 8.52664 0.10
H 1.18013 -1.37993 7.70055 0.11
H 2.01845 -0.95728 5.43119 0.10
```


Record 4
Below is a 4-piece molecular cluster, C21H55BN4O6 overall, with properties calculated with ωB97M-V with the def2-TZVPD basis set.

For the frontier orbital gap, the calculation gives 9.29 eV. The largest force on an atom is 0.3 eV/Å. The value obtained for the LUMO energy is 0.56 eV. Its structure (SMILES) is COCCNCCOC.COCCNCCOC.COCCNCCOC.BCCCN. The calculation puts the relative energy (zero: lowest compared OMol25 entry of this formula, charge and spin) at 0.0 kcal/mol. The value obtained for the total energy is -1528.24471 Eh.

XYZ file:
```
87
Properties=species:S:1:pos:R:3:lowdin_charge:R:1
C -2.55117 -0.99428 -4.15379 -0.11
O -2.92227 -0.50715 -2.88141 -0.19
C -2.38065 -1.23775 -1.79011 -0.21
C -1.37881 -0.41723 -1.01263 -0.21
N -0.16083 -0.20561 -1.78041 -0.04
C 0.78939 0.71933 -1.17280 -0.19
C 0.35041 2.16359 -0.97734 -0.22
O 0.16967 2.87980 -2.18471 -0.21
C -1.10154 2.75391 -2.78966 -0.09
H -3.12416 -0.43593 -4.89150 0.09
H -1.48360 -0.85287 -4.35836 0.08
H -2.78731 -2.05811 -4.25621 0.09
H -1.92023 -2.17053 -2.13082 0.11
H -3.21165 -1.49709 -1.12738 0.13
H -1.12202 -0.96381 -0.09918 0.10
H -1.86803 0.52093 -0.71312 0.11
H -0.41010 0.13376 -2.70090 0.08
H 1.68719 0.72326 -1.79738 0.11
H 1.08259 0.31880 -0.19569 0.12
H 1.15448 2.68054 -0.44397 0.12
H -0.54081 2.24037 -0.34488 0.10
H -1.88850 2.61306 -2.04355 0.09
H -1.14047 1.92662 -3.50520 0.08
H -1.29647 3.67708 -3.33533 0.09
C 0.96509 -5.14053 3.90140 -0.12
O 1.21025 -3.96148 3.16409 -0.20
C 2.44530 -3.94977 2.45928 -0.22
C 2.21586 -3.95399 0.96620 -0.22
N 1.66662 -5.22586 0.52080 -0.05
C 1.23481 -5.24515 -0.87224 -0.20
C 0.09181 -4.32170 -1.26927 -0.23
O -1.16061 -4.67337 -0.70802 -0.18
C -1.39740 -4.20643 0.60430 -0.10
H 0.06203 -4.97284 4.48512 0.09
H 0.80878 -6.01089 3.25409 0.08
H 1.79003 -5.36007 4.58634 0.09
H 3.06274 -4.80313 2.75471 0.12
H 2.97622 -3.03384 2.73357 0.12
H 3.17300 -3.79008 0.46195 0.12
H 1.56616 -3.09849 0.73032 0.10
H 0.88305 -5.47145 1.11208 0.07
H 0.93738 -6.26791 -1.11541 0.12
H 2.09969 -5.00780 -1.50026 0.12
H -0.03723 -4.39782 -2.35187 0.12
H 0.31836 -3.26982 -1.05192 0.10
H -0.85778 -3.27406 0.79792 0.07
H -1.11654 -4.94051 1.36537 0.08
H -2.46755 -4.01710 0.69752 0.09
C 0.23298 2.60679 2.98976 -0.11
O -0.73460 1.86401 2.27603 -0.21
C -0.95234 0.54936 2.77672 -0.21
C -2.34127 0.41167 3.35370 -0.22
N -2.48547 1.19550 4.56990 -0.05
C -3.84393 1.26701 5.09444 -0.20
C -4.90761 1.94164 4.23796 -0.23
O -4.71389 3.33119 4.06698 -0.18
C -3.88196 3.70701 2.98768 -0.10
H 0.40447 3.52780 2.43513 0.09
H -0.10344 2.86356 4.00008 0.08
H 1.17801 2.05960 3.06495 0.09
H -0.19517 0.29517 3.52400 0.13
H -0.85028 -0.14722 1.94066 0.10
H -2.51934 -0.64208 3.58980 0.13
H -3.05499 0.70204 2.56855 0.11
H -2.15023 2.13465 4.39649 0.08
H -3.80050 1.79983 6.04707 0.12
H -4.17932 0.24836 5.31597 0.12
H -5.86278 1.83320 4.75781 0.12
H -5.01973 1.45614 3.26029 0.11
H -3.96360 3.00321 2.15421 0.09
H -2.83044 3.78411 3.28083 0.07
H -4.20959 4.68936 2.64846 0.09
B 3.00864 3.89343 -3.03118 -0.04
C 4.31927 3.09761 -2.76652 -0.24
C 4.93571 2.49112 -4.03082 -0.24
C 5.48807 3.57622 -4.95179 -0.29
N 4.47680 4.35859 -5.66221 0.01
H 2.75642 4.88784 -2.41915 0.03
H 2.24799 3.49782 -3.85612 0.03
H 4.04386 2.28788 -2.07679 0.10
H 5.07015 3.70299 -2.25417 0.09
H 5.76079 1.82625 -3.76766 0.10
H 4.18052 1.90584 -4.55986 0.11
H 6.15443 3.10933 -5.67730 0.10
H 6.07471 4.26668 -4.34579 0.11
H 3.64306 3.81354 -5.82822 0.06
H 4.20945 5.18633 -5.14957 0.06
```


Record 5
Below is C13H16IN3PdS as an isolated structure at a distorted geometry, with properties calculated with ωB97M-V with the def2-TZVPD basis set.

For the frontier orbital gap (alpha / beta), the calculation gives 4.73 / 5.87 eV. The largest force on an atom is 4.8 eV/Å. The value obtained for the LUMO energy (alpha / beta) is -0.32 / -2.25 eV. As for the spin multiplicity: 3. The expectation value of S² is 2.016. The calculation puts the relative energy (zero: lowest compared OMol25 entry of this formula, charge and spin) at 28.6 kcal/mol. The value obtained for the total energy is -1492.79223 Eh.

XYZ file:
```
35
Properties=species:S:1:pos:R:3:lowdin_charge:R:1
C -0.52512 -1.22777 -3.02466 -0.27
C 1.22971 0.79379 -3.25117 -0.24
H 0.29698 -1.90233 -3.36555 -0.01
H -0.94029 -0.53228 -3.89121 0.04
H -1.20224 -1.43755 -2.19578 -0.06
H 1.58278 1.49400 -2.50657 -0.01
H 1.88555 -0.06134 -3.67579 0.04
H 0.42010 1.11948 -4.01588 0.04
Pd 0.31814 -0.02318 -1.74673 0.56
C -1.12065 1.46109 -1.77901 -0.20
H -0.61245 2.28081 -2.30869 -0.01
H -1.41434 1.75241 -0.75633 -0.01
H -1.97721 1.07154 -2.34714 0.00
I 2.08400 -1.95910 -0.73920 0.19
N -0.43165 -0.35241 2.53598 0.14
C 0.74279 0.30319 2.70804 -0.19
C 1.60857 0.47131 3.79241 -0.02
C 2.85849 1.04254 3.54287 -0.09
C 3.22954 1.40764 2.23753 -0.08
C 2.36850 1.21581 1.14681 -0.05
C 1.11240 0.66826 1.37015 -0.27
N 0.17587 0.15667 0.48112 -0.01
C -0.77516 -0.42510 1.24353 -0.27
C -1.99037 -1.07445 0.75830 -0.28
C -3.10042 -1.48026 1.50652 -0.34
S -4.34163 -2.07965 0.46796 1.02
C -3.29484 -1.79329 -0.90952 -0.40
N -2.12194 -1.32551 -0.58618 -0.01
H -1.00598 -0.78811 3.34431 0.21
H 1.30027 0.16453 4.79493 0.11
H 3.57372 1.20708 4.35105 0.10
H 4.21408 1.83564 2.05523 0.10
H 2.63527 1.42167 0.10970 0.10
H -3.18083 -1.39566 2.58130 0.07
H -3.60166 -2.00949 -1.92833 0.09
```


Record 6
Below is a 12-piece molecular cluster, H24O12 overall at a distorted geometry, with properties calculated with ωB97M-V with the def2-TZVPD basis set.

For the frontier orbital gap, the calculation gives 10.74 eV. The largest force on an atom is 4.1 eV/Å. The value obtained for the LUMO energy is -0.08 eV. Its structure (SMILES) is O.O.O.O.O.O.O.O.O.O.O.O. The calculation puts the relative energy (zero: lowest compared OMol25 entry of this formula, charge and spin) at 96.7 kcal/mol. The value obtained for the total energy is -917.17120 Eh.

XYZ file:
```
36
Properties=species:S:1:pos:R:3:lowdin_charge:R:1
O -1.27191 -1.75337 -2.06403 -0.04
H -1.43703 -0.97594 -1.51322 0.01
H -0.71544 -2.19058 -1.41487 0.04
O 1.69226 0.74480 3.07678 -0.07
H 2.11458 -0.06962 2.77533 -0.01
H 2.09475 1.26328 2.33401 0.03
O 3.60668 -1.72191 2.63766 -0.07
H 4.16914 -1.73827 1.88408 0.01
H 2.83688 -2.35672 2.41992 0.10
O -1.62047 2.80677 -2.99409 -0.05
H -2.24065 3.14532 -2.38905 -0.01
H -1.59035 1.87024 -2.68509 0.04
O -0.20442 -3.15299 1.27036 -0.05
H -0.98776 -2.66574 0.99769 0.00
H -0.70968 -3.39580 2.05297 0.04
O 3.45259 1.07232 -0.64823 -0.04
H 4.22394 1.09835 -1.28498 0.11
H 3.50859 0.91686 0.26451 0.02
O 0.08396 -2.67174 -4.40447 -0.05
H 0.60678 -3.30272 -3.96988 0.00
H -0.71664 -2.60334 -3.87087 0.00
O 0.23201 1.24302 0.27342 -0.09
H -0.22695 1.58976 -0.49668 0.00
H 1.11171 1.72300 0.09926 0.03
O -2.63763 1.44221 -0.23142 -0.02
H -2.20180 0.71128 -0.62315 -0.02
H -3.55031 1.43755 -0.06977 0.03
O -2.96463 -1.10588 0.27361 -0.07
H -3.78326 -1.09115 -0.16806 0.03
H -2.99449 -1.18434 1.25654 0.03
O 2.37094 3.26851 0.07444 -0.07
H 2.02208 4.17478 -0.05734 0.08
H 2.88636 2.77137 -0.53600 -0.02
O -2.76495 -0.03862 2.63402 -0.07
H -1.97399 0.42646 2.19689 0.09
H -2.09408 -0.37158 3.23028 0.05
```


Record 7
Below is one molecule with the formula C4H5ClS2 at a distorted geometry, with properties calculated with ωB97M-V with the def2-TZVPD basis set.

For the frontier orbital gap, the calculation gives 8.60 eV. The largest force on an atom is 3.6 eV/Å. The value obtained for the LUMO energy is -0.37 eV. Its structure (SMILES) is C/C=C\SC(=S)Cl. The calculation puts the relative energy (zero: lowest compared OMol25 entry of this formula, charge and spin) at 30.2 kcal/mol. The value obtained for the total energy is -1411.91552 Eh.

XYZ file:
```
12
Properties=species:S:1:pos:R:3:lowdin_charge:R:1
C -1.69912 -0.54776 0.62115 -0.12
C -1.24622 0.33713 -0.42503 -0.21
C 0.00761 0.37966 -0.83791 -0.46
S 1.23216 -0.90885 -0.59254 0.88
C 2.49749 0.09352 -0.07997 -1.67
S 2.49316 1.69059 -0.05232 0.67
Cl 3.78485 -0.86093 0.56742 0.56
H -1.48945 -0.23077 1.69502 0.12
H -1.20382 -1.43803 0.66285 0.02
H -2.69944 -0.82356 0.71093 0.06
H -1.87121 1.06092 -0.72594 0.07
H 0.19399 1.24807 -1.54365 0.08
```


Record 8
Below is one molecule with the formula C6H15B at a distorted geometry, with properties calculated with ωB97M-V with the def2-TZVPD basis set.

For the frontier orbital gap, the calculation gives 8.42 eV. The largest force on an atom is 4.8 eV/Å. The value obtained for the LUMO energy is -0.49 eV. The calculation puts the relative energy (zero: lowest compared OMol25 entry of this formula, charge and spin) at 85.6 kcal/mol. The value obtained for the total energy is -262.30563 Eh.

XYZ file:
```
22
Properties=species:S:1:pos:R:3:lowdin_charge:R:1
B 0.07717 1.63404 -0.09482 -0.39
C -0.27314 2.23546 -1.70697 -0.09
C 0.21564 -1.49946 2.48352 -0.13
C 0.11546 -1.18282 -1.66440 -0.09
C 0.74685 -0.25447 1.68090 -0.21
C -0.73356 -0.77447 -0.46499 -0.24
C 0.01526 0.13415 0.40831 -0.11
H 0.97449 2.21601 0.21496 0.02
H 0.49845 2.69202 -2.17706 -0.02
H -1.03361 3.00563 -1.63336 0.03
H -0.50746 1.33549 -2.37632 0.05
H -0.87931 -1.27766 2.70319 0.08
H 0.73345 -1.57928 3.46742 0.06
H 0.35261 -2.60831 1.98786 0.12
H 0.67433 -2.18060 -1.52946 0.10
H -0.63758 -1.39192 -2.43977 0.09
H 0.82214 -0.47808 -2.09273 0.07
H 1.88883 -0.47103 1.44209 0.17
H 0.61194 0.69115 2.29846 0.13
H -0.92155 -1.73784 -0.11560 0.08
H -1.62869 -0.36825 -0.80783 0.10
H -1.11171 1.86026 0.41660 0.16
```